ORCA calculation (the ωB97M-V functional and the def2-TZVPD basis) on a single C3H7N3S2 molecule.

- energy relative to the best compared isomer or geometry (same formula, charge and spin) (kcal per mole) = 55.6
- energy (hartree) = -1079.078346
- structure (SMILES) = [H]/N=C(\NNC)SC=S
- Kohn-Sham gap (eV) = 8.5

```
15
Properties=species:S:1:pos:R:3:lowdin_charge:R:1
H -0.424 1.367 0.163 0.02
N 0.567 1.171 -0.029 0.08
C 0.645 -0.121 -0.003 -0.71
N -0.412 -1.039 0.099 -0.06
N -1.683 -0.583 0.610 -0.11
C -2.469 0.054 -0.406 -0.16
S 2.190 -0.985 -0.285 0.92
C 3.405 0.196 0.023 -1.08
S 4.988 -0.125 0.075 0.61
H -0.130 -1.875 0.630 0.12
H -1.484 0.228 1.236 0.11
H -2.056 0.893 -0.985 0.07
H -3.466 0.315 -0.038 0.09
H -2.593 -0.695 -1.225 0.09
H 2.923 1.199 0.135 0.02
```

=====

ORCA calculation (the ωB97M-V functional and the def2-TZVPD basis) on a molecular structure, C57H71BrN6O3PS3ScSi4Te.

- energy relative to the best compared isomer or geometry (same formula, charge and spin) (kcal per mole) = 0.0
- energy (hartree) = -9065.948260
- Kohn-Sham gap (eV) = 6.2

```
148
Properties=species:S:1:pos:R:3:lowdin_charge:R:1
Sc 0.349 -0.434 -0.363 0.48
C 2.243 4.414 -4.472 -0.07
C 2.534 2.940 -4.722 -0.20
N 2.851 2.191 -3.499 -0.12
C 4.262 1.933 -3.225 -0.25
C 4.973 3.112 -2.572 -0.07
C 1.886 1.884 -2.623 -0.67
S 2.323 1.264 -1.078 0.77
N 0.643 2.223 -3.039 0.13
C -0.436 1.647 -2.577 -0.42
O -0.480 0.628 -1.821 -0.22
C -1.753 2.205 -2.997 -0.14
C -1.833 3.214 -3.952 -0.02
C -3.067 3.739 -4.302 -0.08
C -4.223 3.261 -3.696 -0.08
C -4.145 2.252 -2.746 -0.07
C -2.911 1.722 -2.398 -0.04
H 1.999 4.908 -5.413 0.08
H 3.104 4.919 -4.035 0.06
H 1.401 4.521 -3.791 0.06
H 3.398 2.834 -5.379 0.11
H 1.681 2.467 -5.206 0.10
H 4.731 1.682 -4.177 0.11
H 4.323 1.061 -2.578 0.07
H 5.031 3.969 -3.242 0.06
H 5.989 2.826 -2.300 0.08
H 4.447 3.410 -1.665 0.07
H -0.922 3.575 -4.409 0.10
H -3.129 4.526 -5.042 0.10
H -5.185 3.685 -3.958 0.10
H -5.043 1.891 -2.261 0.10
H -2.825 0.962 -1.633 0.08
Br 0.157 -4.423 6.397 0.74
C 1.730 -4.515 5.354 -0.69
C 1.650 -4.951 4.039 -0.13
C 2.798 -4.995 3.267 -0.02
C 4.020 -4.607 3.807 -0.29
C 4.091 -4.229 5.138 -0.04
C 2.944 -4.158 5.915 -0.12
N 5.282 -4.727 3.106 0.07
N 5.425 -4.402 1.917 0.07
C 4.439 -3.662 1.182 -0.24
C 4.216 -4.102 -0.096 -0.02
C 3.207 -3.563 -0.915 0.01
C 2.425 -2.527 -0.454 -0.33
O 1.447 -1.977 -1.131 -0.22
C 2.705 -2.004 0.852 -0.14
N 1.911 -0.965 1.249 0.02
C 2.124 -0.407 2.416 -0.13
C 3.195 -0.791 3.244 0.00
C 3.995 -1.827 2.860 0.02
C 3.726 -2.522 1.657 -0.10
H 0.697 -5.225 3.614 0.08
H 2.736 -5.325 2.239 0.11
H 5.055 -3.966 5.556 0.12
H 2.995 -3.842 6.947 0.10
H 4.815 -4.934 -0.448 0.12
H 3.023 -3.965 -1.904 0.11
H 1.426 0.370 2.703 0.05
H 3.369 -0.257 4.168 0.11
H 4.843 -2.112 3.470 0.12
C -2.039 1.899 5.292 -0.22
Si -2.209 3.369 4.146 0.29
C -2.042 4.932 5.177 -0.22
C -3.929 3.337 3.404 -0.23
Si -0.633 3.216 2.437 0.05
Te -1.313 1.061 1.379 0.54
Si -0.886 4.916 0.854 0.32
C -2.479 4.675 -0.093 -0.21
C -0.940 6.612 1.663 -0.21
C 0.528 4.868 -0.372 -0.20
Si 1.499 3.349 3.362 0.33
C 2.862 3.059 2.106 -0.22
C 1.687 2.181 4.826 -0.22
C 1.767 5.083 4.038 -0.21
H -2.861 1.883 6.013 0.03
H -1.100 1.925 5.848 0.01
H -2.062 0.967 4.722 0.01
H -2.862 4.992 5.898 0.03
H -2.069 5.833 4.563 0.01
H -1.105 4.943 5.738 0.02
H -4.682 3.231 4.189 0.03
H -4.026 2.496 2.714 0.01
H -4.142 4.252 2.846 0.02
H -3.350 4.672 0.565 0.02
H -2.465 3.716 -0.615 0.00
H -2.607 5.469 -0.834 0.04
H -1.708 6.651 2.438 0.01
H -1.171 7.384 0.925 0.03
H 0.011 6.868 2.133 0.01
H 0.651 3.855 -0.767 0.00
H 1.477 5.157 0.085 0.02
H 0.333 5.541 -1.211 0.03
H 2.638 2.262 1.397 -0.05
H 3.807 2.823 2.602 0.04
H 3.009 3.968 1.518 0.02
H 1.217 1.208 4.674 0.02
H 1.211 2.628 5.702 0.02
H 2.742 2.026 5.068 0.03
H 1.836 5.816 3.231 0.02
H 2.701 5.120 4.605 0.03
H 0.958 5.395 4.700 0.01
S -0.752 -2.710 2.316 0.63
C -2.313 -3.005 1.847 -1.12
N -2.747 -4.190 1.392 -0.05
C -4.086 -4.292 0.838 -0.20
C -4.852 -3.082 1.370 -0.40
S -3.610 -1.833 1.816 0.90
H -2.066 -4.924 1.279 0.12
H -4.549 -5.223 1.167 0.12
H -4.051 -4.290 -0.256 0.08
H -5.435 -3.325 2.257 0.08
H -5.508 -2.657 0.614 0.05
O -1.207 -1.822 -0.786 -0.42
P -1.211 -2.663 -2.053 0.88
C -2.943 -3.137 -2.273 -0.26
C -3.905 -2.209 -1.865 -0.09
C -5.254 -2.507 -1.980 -0.08
C -5.652 -3.742 -2.479 -0.07
C -4.701 -4.674 -2.865 -0.07
C -3.348 -4.373 -2.766 -0.06
C -0.732 -1.790 -3.557 -0.26
C -1.709 -1.131 -4.306 -0.06
C -1.356 -0.388 -5.421 -0.06
C -0.027 -0.305 -5.809 -0.07
C 0.949 -0.969 -5.078 -0.06
C 0.602 -1.710 -3.960 -0.07
C -0.298 -4.195 -1.957 -0.28
C -0.038 -4.720 -0.693 -0.08
C 0.579 -5.956 -0.577 -0.06
C 0.935 -6.667 -1.715 -0.07
C 0.687 -6.138 -2.974 -0.07
C 0.070 -4.900 -3.100 -0.08
H -3.588 -1.265 -1.442 0.10
H -5.994 -1.778 -1.676 0.11
H -6.705 -3.978 -2.562 0.11
H -5.009 -5.641 -3.240 0.11
H -2.614 -5.109 -3.067 0.10
H -2.750 -1.171 -4.013 0.10
H -2.123 0.132 -5.980 0.11
H 0.247 0.277 -6.679 0.11
H 1.989 -0.901 -5.370 0.11
H 1.370 -2.201 -3.377 0.10
H -0.287 -4.138 0.190 0.04
H 0.798 -6.357 0.405 0.11
H 1.417 -7.631 -1.621 0.11
H 0.978 -6.686 -3.860 0.11
H -0.116 -4.484 -4.082 0.11
```

=====

ORCA calculation (the ωB97M-V functional and the def2-TZVPD basis) on a single C7H8N2O molecule.

- energy relative to the best compared isomer or geometry (same formula, charge and spin) (kcal per mole) = 34.4
- energy (hartree) = -456.239489
- structure (SMILES) = N#CC[C@@]1(O)C=CC=CN1
- Kohn-Sham gap (eV) = 8.6

```
18
Properties=species:S:1:pos:R:3:lowdin_charge:R:1
N 3.455 2.520 -0.447 0.16
C 2.894 1.542 -0.261 -0.24
C 2.196 0.301 -0.044 -0.10
C 0.759 0.366 -0.580 -0.43
O 0.740 1.114 -1.740 0.04
C 0.084 -0.949 -0.700 -0.06
C -1.033 -1.297 -0.045 -0.10
C -1.728 -0.433 0.856 -0.12
C -1.263 0.816 1.082 -0.17
N -0.069 1.250 0.632 0.10
H 2.730 -0.495 -0.573 0.13
H 2.184 0.074 1.024 0.14
H -0.065 0.935 -2.243 0.12
H 0.521 -1.598 -1.446 0.11
H -1.460 -2.271 -0.233 0.10
H -2.648 -0.769 1.300 0.09
H -1.806 1.515 1.708 0.12
H 0.094 2.239 0.532 0.12
```

=====

ORCA calculation (the ωB97M-V functional and the def2-TZVPD basis) on a single C19H27N3O2 molecule.

- energy relative to the best compared isomer or geometry (same formula, charge and spin) (kcal per mole) = 47.4
- energy (hartree) = -1054.950047
- structure (SMILES) = CCCCN(CC)Cc1ccc(CNC(=O)Nc2ccccc2)o1
- Kohn-Sham gap (eV) = 8.7

```
51
Properties=species:S:1:pos:R:3:lowdin_charge:R:1
C -3.407 -3.350 -0.397 -0.11
C -4.341 -2.148 -0.449 -0.26
C -4.609 -1.584 0.943 -0.20
C -5.447 -0.305 0.883 -0.21
N -4.770 0.728 0.128 -0.19
C -5.628 1.663 -0.563 -0.25
C -6.512 2.540 0.333 -0.08
C -3.624 1.328 0.800 -0.10
C -2.368 1.020 0.046 -0.25
C -1.781 1.639 -1.017 -0.02
C -0.651 0.856 -1.361 -0.02
C -0.630 -0.187 -0.483 -0.25
C 0.300 -1.352 -0.332 -0.11
N 1.617 -1.087 -0.863 0.06
C 2.638 -0.710 -0.025 -0.53
O 2.552 -0.791 1.179 0.08
N 3.753 -0.292 -0.715 0.13
C 5.003 0.074 -0.210 -0.23
C 5.294 0.102 1.150 -0.02
C 6.555 0.478 1.575 -0.08
C 7.536 0.830 0.664 -0.11
C 7.248 0.804 -0.690 -0.10
C 5.992 0.429 -1.126 -0.04
O -1.667 -0.088 0.372 0.08
H -2.460 -3.070 0.060 0.06
H -3.210 -3.729 -1.398 0.07
H -3.847 -4.151 0.193 0.07
H -5.286 -2.438 -0.914 0.11
H -3.898 -1.361 -1.061 0.10
H -5.138 -2.323 1.548 0.12
H -3.655 -1.374 1.427 0.10
H -5.685 0.019 1.912 0.12
H -6.388 -0.525 0.374 0.12
H -4.985 2.300 -1.178 0.11
H -6.266 1.086 -1.239 0.12
H -7.202 1.926 0.907 0.06
H -7.089 3.229 -0.278 0.07
H -5.908 3.119 1.028 0.06
H -3.732 2.416 0.863 0.12
H -3.530 0.934 1.816 0.13
H -2.103 2.541 -1.495 0.11
H 0.042 1.056 -2.153 0.10
H -0.115 -2.235 -0.835 0.13
H 0.424 -1.578 0.731 0.13
H 1.658 -0.841 -1.839 0.13
H 3.696 -0.289 -1.723 0.14
H 4.532 -0.172 1.860 0.10
H 6.771 0.495 2.633 0.10
H 8.518 1.122 1.004 0.10
H 8.004 1.077 -1.412 0.10
H 5.772 0.410 -2.186 0.11
```

=====

ORCA calculation (the ωB97M-V functional and the def2-TZVPD basis) on a gas-phase ion, C4H8N2O3P (charge -1).

- energy relative to the best compared isomer or geometry (same formula, charge and spin) (kcal per mole) = 78.7
- energy (hartree) = -833.839843
- structure (SMILES) = C[N@H+]1C=CN(P(=O)([O-])[O-])C1
- Kohn-Sham gap (eV) = 6.9
- charge = -1

```
18
Properties=species:S:1:pos:R:3:lowdin_charge:R:1
C -0.522 1.114 -0.679 -0.03
N -0.515 -0.031 0.265 -0.12
C -0.304 -1.406 -0.452 -0.06
C 0.978 -1.770 -0.139 -0.22
N 1.558 -1.036 0.814 -0.07
P 3.010 0.151 -0.038 0.13
O 4.075 -0.871 -0.111 -0.39
O 2.196 0.485 -1.242 -0.39
O 2.960 1.134 1.104 -0.42
C 0.538 0.004 1.256 -0.15
H -1.426 0.878 -1.229 0.08
H -0.531 2.118 -0.303 0.09
H 0.356 1.079 -1.367 0.08
H -1.335 0.119 0.850 0.16
H -0.902 -1.849 -1.265 0.08
H 1.313 -2.609 -0.670 0.10
H 0.151 -0.345 2.105 0.09
H 1.115 0.858 1.237 0.05
```

=====

Q: Which value of energy does entry 2 give?
A: -9065.948260 hartree

=====

Q: Which value of Kohn-Sham gap does entry 1 give?
A: 8.5 eV

=====

Q: Look up the energy of the first one.
A: -1079.078346 hartree

=====

Q: energy relative to the best compared isomer or geometry (same formula, charge and spin) of number 2 (C57H71BrN6O3PS3ScSi4Te)?
A: 0.0 kcal per mole